Entry 1:
Below is one molecule with the formula C19H27N3O2S in a non-equilibrium geometry, with properties calculated with wB97M-V/def2-TZVPD.

Properties
LUMO level: 0.0156 Ha
Largest force on an atom: 1.2 eV/A
Orbital gap: 8.849 eV
Energy relative to the best compared isomer or geometry (same formula, charge and spin): 1.959 eV

Structure (ORCA input):
```
! wB97M-V def2-TZVPD RIJCOSX def2/J DEFGRID3
* xyz 0 1
C -7.22 -1.03 1.18
C -7.11 -0.71 -0.30
O -5.85 -0.09 -0.60
C -4.80 -0.90 -0.79
O -4.85 -2.10 -0.76
C -3.54 -0.09 -1.02
C -2.79 0.02 0.31
C -1.48 0.75 0.12
C -0.32 0.04 -0.21
C -0.28 -1.45 -0.34
N 0.84 0.65 -0.43
C 0.93 1.96 -0.32
S 2.49 2.69 -0.63
C 3.49 1.23 -1.02
C 3.88 0.45 0.24
N 4.59 -0.75 -0.12
C 5.95 -0.53 -0.62
C 6.78 -1.72 -0.13
C 5.74 -2.69 0.44
C 4.67 -1.73 0.95
C -0.17 2.76 0.02
C -0.01 4.16 0.14
N 0.12 5.29 0.23
C -1.40 2.14 0.24
C -2.59 2.97 0.62
H -6.47 -1.76 1.47
H -8.21 -1.44 1.39
H -7.09 -0.12 1.77
H -7.20 -1.63 -0.89
H -7.86 0.01 -0.61
H -3.81 0.89 -1.40
H -2.92 -0.61 -1.75
H -3.41 0.55 1.03
H -2.60 -0.98 0.70
H -0.49 -1.92 0.62
H 0.72 -1.74 -0.67
H -1.01 -1.81 -1.06
H 2.91 0.59 -1.68
H 4.37 1.61 -1.53
H 2.96 0.15 0.75
H 4.46 1.11 0.91
H 5.91 -0.48 -1.71
H 6.37 0.42 -0.25
H 7.47 -1.41 0.65
H 7.36 -2.17 -0.94
H 6.14 -3.33 1.22
H 5.33 -3.31 -0.35
H 3.70 -2.21 1.08
H 4.98 -1.29 1.91
H -3.43 2.77 -0.05
H -2.91 2.73 1.63
H -2.35 4.03 0.58
*
```

=====

Entry 2:
Below is C19H27N3O3 as an isolated structure in a non-equilibrium geometry, with properties calculated with wB97M-V/def2-TZVPD.

Properties
LUMO level: -0.0096 Ha
Largest force on an atom: 19.8 eV/A
Orbital gap: 7.302 eV
Energy relative to the best compared isomer or geometry (same formula, charge and spin): 22.079 eV

Structure (ORCA input):
```
! wB97M-V def2-TZVPD RIJCOSX def2/J DEFGRID3
* xyz 0 1
C 3.73 0.50 -4.70
H 4.56 0.07 -4.40
C 2.72 0.66 -3.43
N 2.25 -0.45 -2.94
C 3.15 -1.23 -2.52
H 4.06 -1.55 -3.27
C 4.28 -0.74 -1.22
H 3.35 -0.65 -0.50
H 4.66 -0.06 -1.58
H 4.73 -1.63 -0.85
H 2.84 -2.51 -2.18
C 1.17 -0.36 -2.22
H 1.14 0.88 -1.62
C -0.11 -0.36 -2.83
N -1.37 -0.01 -2.12
C -1.82 -0.94 -1.41
O -1.78 -2.00 -1.56
C -2.94 -0.38 -0.44
C -2.46 -0.26 0.91
C -1.75 1.03 1.38
N -1.41 0.88 2.52
C -1.31 -0.50 2.95
C -1.10 -1.20 4.16
C -1.24 -2.48 4.23
C -2.20 -3.33 3.00
C -2.43 -2.50 2.03
C -2.15 -0.92 1.86
H -2.86 -3.17 1.16
H -2.06 -4.15 3.21
H -1.12 -2.95 5.14
H -0.73 -0.70 4.94
C -0.85 1.88 3.37
C -1.80 2.46 4.45
H -1.34 3.32 5.03
H -2.54 3.08 3.80
H -2.27 1.53 5.07
H -0.14 1.35 3.98
H -0.08 2.67 3.02
C -1.89 2.27 0.61
O -1.93 2.28 -0.62
O -1.71 3.53 1.50
H -1.58 4.16 0.80
H -3.70 -1.17 -0.38
H -3.43 0.60 -0.90
H -1.44 0.88 -1.87
H -0.37 -1.20 -3.20
H -0.14 0.58 -3.61
H 1.07 -0.88 -1.23
H 1.88 1.24 -3.88
H 3.53 1.28 -2.89
H 3.12 -0.25 -5.45
H 3.81 1.37 -5.31
*
```

=====

Entry 3:
Below is one molecule with the formula C19H27N3O3S in a non-equilibrium geometry, with properties calculated with wB97M-V/def2-TZVPD.

Properties
LUMO level: -0.0436 Ha
Largest force on an atom: 19.2 eV/A
Orbital gap: 7.224 eV
Energy relative to the best compared isomer or geometry (same formula, charge and spin): 18.600 eV

Structure (ORCA input):
```
! wB97M-V def2-TZVPD RIJCOSX def2/J DEFGRID3
* xyz 0 1
C -1.35 -8.28 -4.64
C -0.92 -7.23 -3.80
C -1.17 -5.82 -4.40
C -0.67 -4.62 -3.44
C -1.25 -4.52 -1.79
N -0.83 -3.24 -1.39
C -1.63 -2.22 -1.00
O -2.86 -2.36 -1.13
C -0.74 -1.10 -0.33
C 0.40 -0.74 -0.47
C 0.83 0.42 -0.04
C 0.30 0.99 1.01
C 0.85 2.12 1.58
O 2.02 2.57 1.55
N -0.02 2.82 2.69
C 0.59 3.80 3.39
C 0.07 5.16 2.88
C 1.13 6.34 3.33
O 2.44 6.12 3.65
C 3.18 6.55 2.50
C 3.07 5.93 1.01
C -1.07 2.38 3.15
S -2.06 3.07 4.14
N -1.61 1.25 2.48
C -1.30 0.61 1.38
C -1.60 -0.34 0.65
H -0.90 -8.08 -5.72
H -2.46 -8.10 -4.87
H -1.19 -9.28 -4.47
H 0.21 -7.16 -3.73
H -1.25 -7.15 -2.68
H -2.37 -5.69 -4.27
H -0.94 -5.77 -5.23
H -1.01 -3.60 -3.94
H 0.43 -4.72 -3.20
H -2.30 -4.26 -2.13
H -1.10 -5.52 -1.48
H 0.10 -3.25 -0.99
H 0.78 -1.30 -1.30
H 1.90 0.69 -0.11
H 0.24 3.68 4.59
H 1.89 3.76 3.63
H -0.79 5.40 2.90
H 0.64 5.20 1.78
H 0.60 6.49 4.36
H 0.95 7.15 3.12
H 4.16 6.51 2.86
H 3.16 7.67 2.22
H 3.75 6.26 0.40
H 3.05 4.79 1.23
H 1.97 6.21 0.69
H -2.68 1.16 2.34
H -2.65 -0.76 1.04
*
```

=====

Entry 4:
Below is one molecule with the formula C19H27N3O3S2, with properties calculated with wB97M-V/def2-TZVPD.

Properties
LUMO level: 0.0230 Ha
Largest force on an atom: 0.8 eV/A
Orbital gap: 8.499 eV
Energy relative to the best compared isomer or geometry (same formula, charge and spin): 0.053 eV

Structure (ORCA input):
```
! wB97M-V def2-TZVPD RIJCOSX def2/J DEFGRID3
* xyz 0 1
C -5.20 -1.55 0.80
C -5.17 -0.19 0.13
C -4.12 -0.12 -0.99
N -2.78 -0.40 -0.51
C -2.06 0.54 0.14
S -2.78 2.12 0.37
C -1.29 3.03 0.89
C -1.65 4.49 1.12
C -0.26 2.91 -0.24
O -0.58 2.90 -1.40
N 1.02 2.95 0.19
C 2.12 2.78 -0.72
C 2.68 1.35 -0.65
C 3.92 1.14 -1.53
C 5.06 1.06 -0.52
C 4.34 0.49 0.70
O 3.07 1.11 0.70
N -0.87 0.38 0.63
C -0.33 -0.84 0.45
S 1.22 -1.30 1.06
C 1.04 -2.91 0.38
C 2.15 -3.88 0.57
C 1.83 -5.27 0.03
C -0.14 -3.06 -0.26
C -0.94 -1.89 -0.22
C -2.26 -1.69 -0.77
O -2.91 -2.50 -1.40
H -4.27 -1.75 1.33
H -5.34 -2.34 0.06
H -6.02 -1.60 1.52
H -4.96 0.59 0.87
H -6.14 0.03 -0.32
H -4.13 0.87 -1.45
H -4.34 -0.89 -1.74
H -0.93 2.55 1.81
H -2.42 4.58 1.88
H -2.01 4.93 0.19
H -0.77 5.04 1.45
H 1.23 2.71 1.15
H 1.75 2.99 -1.73
H 2.91 3.50 -0.46
H 1.87 0.66 -0.92
H 3.83 0.20 -2.08
H 4.05 1.95 -2.25
H 5.45 2.05 -0.30
H 5.88 0.42 -0.86
H 4.23 -0.60 0.62
H 4.82 0.73 1.65
H 2.39 -3.95 1.64
H 3.05 -3.50 0.07
H 1.64 -5.23 -1.04
H 0.95 -5.68 0.52
H 2.67 -5.94 0.21
H -0.47 -3.96 -0.74
*
```

=====

Entry 5:
Below is a 2-piece molecular cluster, C19H27N3O4 overall in a non-equilibrium geometry, with properties calculated with wB97M-V/def2-TZVPD.

Properties
LUMO level: -0.0266 Ha
Largest force on an atom: 4.0 eV/A
Orbital gap: 8.067 eV
Energy relative to the best compared isomer or geometry (same formula, charge and spin): 5.747 eV

Structure (ORCA input):
```
! wB97M-V def2-TZVPD RIJCOSX def2/J DEFGRID3
* xyz 0 1
C 1.47 -4.58 2.55
C 1.52 -3.19 1.73
C 0.70 -3.29 0.38
C -0.50 -2.24 0.40
C -0.80 -1.59 -1.04
C -0.96 -0.05 -0.83
C -2.39 0.47 -0.87
N -3.55 -0.40 -1.05
C -4.58 0.18 -1.94
C -4.05 -0.67 0.31
C -4.70 0.39 1.26
O -3.92 -1.80 0.74
C -2.59 1.90 -0.69
C -1.47 2.88 -0.46
N -1.84 4.21 -0.29
C -0.72 4.94 -0.04
C 0.68 4.44 0.04
N 1.01 3.14 -0.16
C -0.10 2.34 -0.41
C 0.16 0.86 -0.60
C 1.59 0.22 -0.53
C 2.69 0.96 -1.41
C 3.83 1.57 -0.48
O 4.99 1.59 -0.84
O 3.56 2.09 0.79
H 1.11 -4.39 3.61
H 0.79 -5.33 2.08
H 2.52 -4.96 2.63
H 2.59 -2.85 1.58
H 1.07 -2.43 2.44
H 0.22 -4.31 0.28
H 1.39 -3.17 -0.50
H -1.41 -2.76 0.78
H -0.19 -1.38 1.07
H 0.03 -1.83 -1.77
H -1.74 -2.08 -1.42
H -5.25 0.90 -1.37
H -5.26 -0.66 -2.25
H -4.18 0.69 -2.84
H -5.34 1.16 0.75
H -5.25 -0.09 2.11
H -3.84 0.97 1.72
H -3.64 2.29 -0.70
H -0.88 6.04 0.14
H 1.52 5.15 0.27
H 1.91 0.24 0.56
H 1.61 -0.86 -0.83
H 2.16 1.80 -1.94
H 3.24 0.30 -2.13
H 4.08 1.60 1.46
O 7.82 0.49 -1.06
H 8.04 0.60 -0.13
H 6.85 0.50 -1.08
*
```

=====

Entry 6:
Below is one molecule with the formula C19H27N3O5S3, with properties calculated with wB97M-V/def2-TZVPD.

Properties
LUMO level: 0.0120 Ha
Largest force on an atom: 0.9 eV/A
Orbital gap: 8.655 eV
Energy relative to the best compared isomer or geometry (same formula, charge and spin): 0.009 eV

Structure (ORCA input):
```
! wB97M-V def2-TZVPD RIJCOSX def2/J DEFGRID3
* xyz 0 1
C -1.66 -1.93 0.98
C -2.17 -3.17 0.26
C -1.65 -3.25 -1.16
S 0.16 -3.42 -1.20
O 0.69 -3.82 0.07
O 0.53 -4.21 -2.34
C 0.74 -1.75 -1.50
N -0.04 -0.75 -1.72
C 0.65 0.40 -1.90
S -0.21 1.94 -2.10
O 0.62 2.94 -1.47
O -0.54 2.15 -3.48
C -1.71 1.67 -1.16
C -2.68 0.85 -1.71
C -3.81 0.55 -0.97
C -3.96 1.06 0.32
C -5.16 0.70 1.14
C -2.97 1.88 0.85
C -1.84 2.19 0.11
C 2.02 0.29 -1.81
N 2.92 1.27 -2.04
C 4.18 1.26 -1.35
C 4.00 1.75 0.10
N 2.97 0.96 0.75
C 1.94 1.74 1.42
C 0.84 0.79 1.89
O 1.34 -0.19 2.76
C 2.35 -0.95 2.13
C 3.50 -0.07 1.63
S 2.44 -1.38 -1.52
H -1.86 -1.03 0.40
H -2.14 -1.82 1.95
H -0.59 -2.01 1.14
H -3.27 -3.16 0.24
H -1.85 -4.06 0.81
H -1.86 -2.35 -1.73
H -2.02 -4.13 -1.69
H -2.54 0.48 -2.71
H -4.57 -0.08 -1.39
H -5.41 1.49 1.84
H -6.02 0.51 0.50
H -4.96 -0.20 1.71
H -3.09 2.29 1.84
H -1.07 2.83 0.50
H 2.47 2.19 -2.08
H 4.88 1.91 -1.88
H 4.57 0.24 -1.36
H 3.68 2.80 0.07
H 4.96 1.70 0.63
H 1.53 2.45 0.70
H 2.35 2.28 2.29
H 0.08 1.33 2.45
H 0.38 0.31 1.01
H 2.71 -1.66 2.88
H 1.93 -1.52 1.29
H 4.21 -0.68 1.08
H 4.01 0.38 2.51
*
```

=====

no.,HOMO (eV)
1,-8.424
2,-7.562
3,-8.410
4,-7.874
5,-8.791
6,-8.328